No. 1
15
Properties=species:S:1:pos:R:3:mulliken_charge:R:1 method="wB97M-V/def2-TZVPD" homo_ev=-8.8 total_energy_ev=-8854.123 spin_multiplicity=1 charge=0 orbital_gap_ev=9.218
C 1.94163 -1.18740 -0.18057 -0.24
C 1.20383 1.35195 -0.11275 -0.94
C 0.03421 0.44382 -0.76325 0.33
C 1.11762 -0.42740 -0.89826 -0.11
C 2.17076 0.45615 0.16171 0.56
C -1.70070 -1.02846 0.23762 -1.15
C -0.95980 0.27087 0.44815 -0.46
N 2.95514 -0.59762 0.48754 -0.63
H 1.27906 2.36592 -0.03041 0.49
H -0.36955 0.76267 -1.68662 0.49
H -2.14281 -1.44450 1.20034 0.29
H -0.94305 -1.65474 -0.12964 0.35
H -2.41518 -0.81803 -0.50589 0.34
H -0.47513 0.35200 1.43699 0.38
H -1.69602 1.15475 0.33505 0.29

=====

No. 2
15
Properties=species:S:1:pos:R:3:mulliken_charge:R:1 method="wB97M-V/def2-TZVPD" smiles=c1ccncc1.C#C homo_ev=-9.9 total_energy_ev=-8857.686 spin_multiplicity=1 charge=0 orbital_gap_ev=10.462
C 0.49490 1.81257 -1.82417 0.01
C 1.52227 1.44337 -0.89606 -0.75
C 1.04765 0.48907 -0.05596 -0.06
N -0.14048 -0.15671 0.02069 -0.31
C -0.93450 0.11150 -1.05240 -0.30
C -0.71327 1.24086 -1.94804 -0.38
H 0.63861 2.73911 -2.42684 0.28
H 2.52112 1.74367 -0.80449 0.42
H 1.45858 0.29640 0.89232 0.41
H -1.88534 -0.27965 -0.96953 0.43
H -1.53402 1.84534 -2.54962 0.24
C -0.58601 -3.23810 3.31306 0.02
C -0.47483 -2.35286 2.56229 -0.48
H -0.82948 -4.43278 3.65303 0.25
H -0.58519 -1.26180 2.08572 0.23

=====

No. 3
20
Properties=species:S:1:pos:R:3:mulliken_charge:R:1 method="wB97M-V/def2-TZVPD" smiles="O=N[C@H](P)c1ccc([N+](=O)[O-])cc1" homo_ev=-9.2 total_energy_ev=-25776.743 spin_multiplicity=1 charge=0 orbital_gap_ev=8.283
O -3.62935 -1.54565 -0.78313 -0.40
N -2.74493 -0.73389 -0.85279 0.00
C -2.06915 -0.25842 0.40716 -0.09
P -2.87698 1.40684 0.29144 -0.25
C -0.39800 -0.20776 0.24414 0.86
C 0.09503 1.01632 -0.24606 -0.42
C 1.39988 1.14144 -0.53119 -0.82
C 2.20870 0.11342 -0.00239 -0.04
N 3.62722 0.14413 -0.06581 0.99
O 4.10020 1.13018 -0.58532 -0.62
O 4.26348 -0.76449 0.42771 -0.61
C 1.71297 -1.10444 0.47602 0.00
C 0.36132 -1.32883 0.54452 -0.76
H -2.44523 -0.87855 1.19350 0.60
H -3.34420 1.34129 -1.11423 0.14
H -4.17259 0.98246 0.59342 0.09
H -0.47645 1.88321 -0.59801 0.23
H 1.91488 2.00882 -1.03747 0.37
H 2.30149 -1.96936 0.80642 0.38
H 0.17172 -2.37672 0.83207 0.33

=====

No. 4
20
Properties=species:S:1:pos:R:3:mulliken_charge:R:1 method="wB97M-V/def2-TZVPD" homo_ev=-4.7 total_energy_ev=-18540.384 spin_multiplicity=1 charge=-1 orbital_gap_ev=8.329
C -2.46659 2.06464 -1.15489 -1.44
C 3.03458 0.01091 1.26750 -1.25
C -2.32434 0.73073 -0.62296 0.56
C -2.07672 -0.36907 -0.20417 0.17
C 1.81524 -0.05376 0.39176 0.27
C 0.82946 0.90967 0.49661 0.41
C -2.08141 -1.70767 0.35662 0.42
N 0.10248 1.79329 0.66118 -0.59
N 1.73389 -1.04860 -0.48861 0.93
O -2.97871 -2.06982 1.09250 -0.63
O -1.08849 -2.49261 0.00065 -0.53
O 2.66584 -1.86961 -0.60355 -0.74
O 0.68414 -1.15653 -1.21880 -0.80
H -3.49834 2.40497 -1.04877 0.32
H -2.18483 2.07492 -2.20905 0.27
H 3.93720 0.04936 0.65411 0.28
H 3.09818 -0.88883 1.88359 0.26
H 2.99751 0.88505 1.91319 0.34
H -0.39043 -1.99233 -0.57061 0.40
H -1.80866 2.72529 -0.59630 0.34

=====

No. 5
17
Properties=species:S:1:pos:R:3:mulliken_charge:R:1 method="wB97M-V/def2-TZVPD" homo_ev=-12.3 total_energy_ev=-21176.819 spin_multiplicity=1 charge=+1 orbital_gap_ev=7.447
H -0.81511 2.65862 0.64642 0.25
N -0.21139 1.87023 0.40153 -0.58
C -0.87082 0.82729 0.22650 0.15
S -2.60808 0.59731 0.29798 -0.10
C -2.39618 -0.96957 -0.42475 -0.19
C -1.16493 -1.39428 -0.57867 -1.21
C -0.18929 -0.46511 -0.03731 1.14
C 0.75999 -0.77156 1.03121 -0.69
C 1.38672 -0.47814 -0.26719 -0.15
N 1.95840 0.67209 -0.52217 0.05
C 2.29799 1.79356 -0.48793 0.14
H -3.34713 -1.42679 -0.74140 0.40
H -0.74923 -2.18474 -1.13197 0.43
H 0.64762 -0.18380 1.91053 0.27
H 0.66264 -1.86624 1.35821 0.30
H 1.60220 -1.18536 -1.06230 0.36
H 3.03659 2.50650 -0.61870 0.42

=====

No. 6
17
Properties=species:S:1:pos:R:3:mulliken_charge:R:1 method="wB97M-V/def2-TZVPD" smiles=Nc1ccc2[nH]ncc2c1 homo_ev=-8.3 total_energy_ev=-11841.794 spin_multiplicity=1 charge=0 orbital_gap_ev=9.051
N -2.95313 -0.64174 -0.13424 -0.63
C -1.51321 -0.26285 -0.04816 0.70
C -1.16761 1.08917 -0.02202 -0.46
C 0.11274 1.56003 0.05068 -0.83
C 1.15206 0.61289 0.01739 0.17
N 2.51902 0.67026 0.02125 0.32
N 3.09612 -0.50115 -0.06578 -0.86
C 2.02953 -1.31291 -0.07348 -0.67
C 0.79994 -0.72902 0.00105 1.08
C -0.50560 -1.19882 0.13704 -1.00
H -3.37207 0.12691 -0.59221 0.27
H -3.30582 -0.75298 0.79114 0.26
H -2.01916 1.78997 0.01054 0.25
H 0.45457 2.60665 -0.09968 0.28
H 3.06861 1.49988 -0.01329 0.18
H 2.29406 -2.34066 -0.21714 0.49
H -0.69007 -2.21565 0.23690 0.44

=====

No. 7
21
Properties=species:S:1:pos:R:3:mulliken_spin:R:1 method="wB97M-V/def2-TZVPD" homo_ev="-6.8 / -10.1" s_squared=2.0228 total_energy_ev=-20020.024 spin_multiplicity=3 charge=0 orbital_gap_ev="6.762 / 6.781"
C -1.20167 -1.99154 0.87521 0.22
C -1.76213 -0.77168 0.78708 0.31
C -0.07738 -2.35230 0.00037 0.17
C 0.53988 -1.40590 -0.80351 0.31
C -1.14665 0.20781 -0.16283 -0.02
C -1.91984 1.23870 -0.55650 0.53
C 0.06788 -0.06935 -0.91344 0.14
N 1.40143 0.97511 -0.06479 0.20
N 1.48807 0.73837 1.38599 -0.01
N 1.99215 1.97525 -0.71683 0.00
O 1.15984 -0.34963 1.78627 0.02
O 1.51719 2.30181 -1.77841 -0.01
O 1.94019 1.69314 1.95648 0.01
O 2.94013 2.44267 -0.19473 0.02
H -1.74737 -2.67742 1.62436 0.00
H -2.60131 -0.44890 1.37177 0.00
H 0.10354 -3.40390 -0.10239 0.03
H 1.46342 -1.81670 -1.35606 0.00
H -1.61046 1.83679 -1.39553 0.02
H -2.63625 1.52751 0.15081 0.01
H 0.08935 0.35016 -1.89332 0.04

=====

No. 8
19
Properties=species:S:1:pos:R:3:mulliken_charge:R:1 method="wB97M-V/def2-TZVPD" smiles="CNn1cnc2ccsc2c1=O" homo_ev=-8.9 total_energy_ev=-24722.134 spin_multiplicity=1 charge=0 orbital_gap_ev=9.117
C 2.03911 -2.10603 0.60870 -0.85
N 0.62979 -2.08223 0.89556 -0.74
N 0.20861 -0.96009 0.15478 0.11
C -0.23201 -0.97398 -1.14998 0.20
N -0.71033 0.04584 -1.60942 -0.58
C -1.01902 1.12889 -0.77899 0.30
C -1.78765 2.28269 -1.07302 -0.52
C -1.83258 3.21799 -0.12230 -0.24
S -1.09796 2.69026 1.30534 -0.18
C -0.53135 1.23506 0.55671 0.21
C 0.20234 0.10134 1.15775 0.64
O 1.07200 0.28769 2.07152 -0.60
H 2.43552 -3.05009 0.91108 0.38
H 2.48102 -1.33317 1.36335 0.21
H 2.19289 -2.00797 -0.44493 0.37
H 0.32123 -2.94978 0.30861 0.31
H 0.12609 -1.82420 -1.67248 0.41
H -2.17258 2.05030 -2.19624 0.23
H -2.32511 4.24748 -0.28605 0.37